# 1
Density functional theory data (ωB97M-V/def2-TZVPD) for a cluster of 21 separate species, H43O21 in total in a non-equilibrium geometry.

The geometry in XYZ format:
```
64
Properties=species:S:1:pos:R:3:mulliken_charge:R:1
O -0.477 -3.005 -1.220 -0.3469
H -3.777 -2.626 2.026 0.2786
H 2.116 3.687 0.287 0.2627
O 1.045 -4.701 0.068 -0.6504
H 0.523 -5.444 0.391 0.3356
H -2.296 4.135 -0.367 0.2785
O -2.001 -0.864 -1.984 -0.5836
H -1.815 0.042 -1.727 0.2614
H -4.544 0.491 -0.501 0.3424
O -1.050 3.994 1.392 -0.5455
H -4.573 1.535 0.643 0.2385
H 4.311 0.410 -0.739 0.3664
O 0.232 3.254 -2.415 -0.7032
H 0.977 -0.529 0.534 0.3951
H 0.274 2.292 -2.366 0.2900
O -4.390 0.616 0.443 -0.6142
H -1.105 -2.103 1.709 0.1442
H 4.196 -1.558 2.672 0.2747
O 2.230 1.261 -4.180 -0.6453
H -0.059 3.464 -1.528 0.3056
H 0.859 -0.667 3.155 0.2226
O -2.463 3.603 -1.151 -0.6475
H -0.662 -2.377 -0.430 0.4518
H 1.553 0.552 2.569 0.2756
O 0.817 -3.823 3.317 -0.6454
H -3.218 0.873 3.174 0.2665
H -4.129 -1.228 1.394 0.3131
O 1.779 -1.077 0.438 -0.3093
H -1.960 3.700 1.271 0.2160
H -0.379 1.282 0.566 0.0898
O -0.973 -1.635 0.896 -0.2867
H -1.737 -1.115 0.621 0.1696
H 2.227 0.587 -4.855 0.2871
O -3.693 1.358 -1.936 -0.6227
H -3.204 1.981 -1.372 0.4952
H 3.141 1.567 -4.113 0.3172
O -2.470 1.429 3.136 -0.5364
H 0.790 -2.900 3.590 0.3098
H -1.800 1.074 3.721 0.2786
O 3.388 -1.983 2.385 -0.6110
H 3.159 -1.697 1.485 0.3244
H -1.887 3.995 -1.821 0.2979
O 1.738 3.644 1.173 -0.6437
H 1.167 1.746 0.437 0.1344
H 1.405 -4.352 0.884 0.2792
O 2.837 1.275 -1.464 -0.6704
H 0.405 -3.408 -1.320 0.5492
O 1.219 -3.035 -3.137 -0.5615
H 1.024 -2.430 -3.855 0.2565
H 2.022 -3.517 -3.312 0.2637
O 0.443 1.243 0.071 -0.2715
H 1.741 -3.916 3.050 0.3179
H -0.613 -2.347 -1.936 0.4482
O 4.966 -0.292 -0.860 -0.6130
H 1.420 -1.908 0.768 0.2106
H -3.869 1.838 -2.749 0.2268
O 0.692 0.211 2.804 -0.4998
H 5.750 -0.167 -0.334 0.2862
H -0.968 3.810 2.336 0.2892
O -3.614 -1.681 2.058 -0.5816
H -2.942 -1.029 -1.901 0.2609
H 1.377 4.535 1.210 0.3007
H 2.306 1.314 -2.270 0.3497
H 2.541 0.615 -0.831 0.3277
```

Calculated values
Highest occupied orbital energy   -13.06 eV
Energy above the lowest of the compared OMol25 structures with the same formula, charge and spin   2.660 eV
Gap between HOMO and LUMO   10.382 eV
Net charge   +1

# 2
Density functional theory data (ωB97M-V/def2-TZVPD) for a cluster of 2 separate species, H4I2Si2 in total in a non-equilibrium geometry.

The geometry in XYZ format:
```
8
Properties=species:S:1:pos:R:3:mulliken_charge:R:1
Si -0.687 -0.156 -0.292 0.2631
Si -0.005 0.488 2.876 -0.0113
I -2.384 1.033 3.102 -0.0636
I 0.381 -1.834 3.918 -0.0807
H -2.031 0.499 -0.286 -0.0397
H 0.233 0.713 -1.290 -0.0252
H -0.581 -1.688 -0.642 -0.0105
H 0.536 1.610 3.715 -0.0321
```

Calculated values
Highest occupied orbital energy   -8.36 eV
Energy above the lowest of the compared OMol25 structures with the same formula, charge and spin   2.323 eV
Gap between HOMO and LUMO   6.583 eV
Net charge   0